Entry 1:
DFT (ωB97M-V/def2-TZVPD) results for C29H41F5P2SSc as an isolated structure.

Geometry as XYZ:
```
79
Properties=species:S:1:pos:R:3:mulliken_charge:R:1
Sc 0.63095 -0.05943 -2.15187 -1.090
C -0.55515 0.46351 0.38363 0.942
C 0.23141 1.57236 -0.05126 1.240
C -1.41203 1.18395 -1.63785 0.422
C -1.54462 0.20552 -0.59887 1.158
C -0.30605 2.03664 -1.29468 0.255
C -0.56084 -0.15659 1.73529 -1.923
H 0.16720 0.32917 2.39552 0.426
H -0.33458 -1.23317 1.69283 0.278
H -1.54909 -0.06937 2.21653 0.445
C -2.72380 -0.67472 -0.39521 -1.969
H -2.43828 -1.62225 0.08004 0.316
H -3.21010 -0.89937 -1.34997 0.378
H -3.46145 -0.18179 0.25944 0.427
C -2.45682 1.48712 -2.64976 -1.350
H -3.37159 1.84569 -2.15246 0.334
H -2.72398 0.59865 -3.23612 0.119
H -2.11415 2.25758 -3.34794 0.368
C -0.05540 3.39352 -1.85911 -1.549
H -0.65389 4.14464 -1.31448 0.317
H -0.34728 3.45342 -2.91459 0.492
H 0.99364 3.70809 -1.77081 0.257
C 1.23563 2.32230 0.75192 -1.733
H 0.77565 3.16423 1.29991 0.426
H 2.01088 2.73911 0.09129 0.272
H 1.72546 1.68805 1.50133 0.353
C 2.79377 -2.45927 2.44740 -0.509
C 3.60877 -1.76935 3.25733 -0.634
C 4.61273 -0.75474 2.79488 -0.624
C 5.48277 -1.11285 1.54876 -0.957
C 5.03639 -0.39668 0.23672 -0.193
C 3.62806 0.11716 0.26616 -2.702
C 2.47206 -0.84028 0.53099 2.978
C 2.78718 -2.26775 0.95187 0.018
H 5.31045 -0.60619 3.63582 0.514
H 5.57290 -2.20634 1.40537 0.293
H 4.11817 0.21912 2.66327 0.280
H 3.76466 -2.54122 0.56141 -1.188
H 2.12391 -3.23462 2.83701 0.461
H 3.56145 -1.89224 4.34659 0.422
H 2.05025 -2.93823 0.47096 0.535
H 1.79512 -0.37452 1.26178 -0.553
H 3.51722 1.06646 0.80170 1.175
H 1.84140 -0.95422 -0.40278 -2.058
H 6.51266 -0.75997 1.75939 0.591
H 5.71056 0.47115 0.13757 0.885
P 5.14975 -1.19983 -1.43044 1.287
C 5.07907 -3.00117 -1.34300 -1.463
C 6.81517 -0.80212 -2.01877 -1.520
P 2.96675 0.77481 -1.74675 2.700
C 4.01471 -0.51357 -2.60613 -1.644
C 4.06034 2.24841 -1.60376 -1.722
C 2.21627 1.34542 -3.41104 -1.521
H 4.27246 -3.33802 -2.01636 0.482
H 4.90693 -3.39872 -0.32806 0.529
H 6.05026 -3.38735 -1.69276 0.473
H 7.08103 -1.53218 -2.79917 0.499
H 7.50291 -0.89029 -1.16510 0.434
H 6.84234 0.21858 -2.43060 0.412
H 3.14006 1.45118 -4.00284 0.808
H 1.72853 2.33139 -3.35314 0.435
H 1.59132 0.58270 -3.93515 0.236
H 3.40285 -1.34188 -3.02133 0.510
H 4.55863 -0.03797 -3.44396 0.681
H 3.42576 3.13615 -1.73307 0.493
H 4.82481 2.25937 -2.39658 0.468
H 4.54451 2.32418 -0.62309 0.321
F -3.59793 -5.00360 -1.56684 -0.291
C -2.90430 -4.02581 -2.18330 0.706
C -1.59146 -3.74398 -1.78115 -0.450
F -1.04969 -4.42232 -0.73800 -0.332
C -0.91796 -2.70609 -2.40216 0.248
F 0.30687 -2.26283 -1.83020 0.175
C -1.46076 -1.93495 -3.44314 0.374
S -0.55028 -0.71070 -4.28515 -0.442
C -2.81499 -2.20369 -3.76294 0.188
F -3.44183 -1.38369 -4.64403 -0.382
C -3.52261 -3.23167 -3.15237 0.256
F -4.83104 -3.43054 -3.43674 -0.292
```

Net charge: +1
2S+1: 1

---

Entry 2:
DFT (ωB97M-V/def2-TZVPD) results for C29H41N6OSTl as an isolated structure.

Geometry as XYZ:
```
79
Properties=species:S:1:pos:R:3:mulliken_charge:R:1
Tl -16.67891 -7.23262 0.98543 0.678
N -18.83133 -6.45128 -0.86033 -0.304
C -19.90343 -5.93816 -0.03635 -0.719
C -19.48635 -4.83786 0.91372 -0.767
N -18.05698 -4.70723 1.17121 0.027
C -17.83524 -4.03713 2.46782 -0.840
C -17.67157 -5.01502 3.64957 -0.581
N -16.65198 -6.00905 3.38807 -0.286
H -19.22130 -7.11918 -1.57680 0.226
H -18.43557 -5.68795 -1.49020 0.189
H -20.79367 -5.58170 -0.59088 0.365
H -20.25885 -6.78046 0.59666 0.251
H -19.93966 -3.88133 0.60525 0.318
H -20.02247 -5.03284 1.80784 0.366
H -17.60095 -4.27796 0.36135 0.205
H -16.91586 -3.39420 2.44885 0.300
H -18.64906 -3.32544 2.64846 0.442
H -17.35193 -4.39225 4.53064 0.341
H -18.65623 -5.50058 3.88278 0.327
H -15.72078 -5.61115 3.11998 0.148
H -16.53935 -6.63435 4.17352 0.188
C -15.15431 -10.95969 3.11074 -1.252
C -16.63133 -11.05474 2.95496 0.730
C -17.52520 -11.36281 4.00000 -0.973
C -18.94411 -11.44759 3.77260 -0.626
C -19.42685 -11.29592 2.46237 -0.762
C -18.54688 -11.03686 1.43285 1.638
C -19.18262 -10.73657 0.08236 -1.690
C -17.14614 -11.01191 1.59589 -0.451
N -16.30145 -10.89969 0.51624 0.014
C -16.10442 -11.67162 -0.47869 0.973
C -16.72657 -13.01579 -0.65187 -1.846
C -15.21549 -11.26622 -1.62133 0.554
C -14.88559 -12.22107 -2.73545 -1.709
N -14.75506 -10.05086 -1.66116 -0.089
C -13.73613 -9.45253 -2.32222 -0.125
C -12.37537 -9.85593 -2.34996 1.296
C -11.92203 -11.02604 -1.55602 -1.557
C -11.44734 -9.04695 -2.98961 -0.799
C -11.80663 -7.91536 -3.71944 -0.889
C -13.15505 -7.56669 -3.76260 -0.793
C -14.10952 -8.28289 -3.05775 1.406
C -15.53544 -7.88223 -3.23329 -1.202
H -14.92833 -11.01248 4.14782 0.465
H -14.74955 -9.99009 2.74764 0.270
H -14.62833 -11.73395 2.49218 0.204
H -17.13249 -11.61671 4.99166 0.359
H -19.58967 -11.76697 4.55710 0.469
H -20.48457 -11.35832 2.24933 0.445
H -19.62341 -11.68849 -0.30444 0.327
H -18.47729 -10.39216 -0.70013 0.121
H -20.05759 -10.05204 0.15370 0.460
H -17.29791 -13.25027 0.28408 0.403
H -15.95039 -13.82530 -0.66840 0.467
H -17.37427 -13.09095 -1.52827 0.291
H -15.71486 -12.19873 -3.49074 0.324
H -14.80797 -13.29601 -2.41949 0.305
H -14.01202 -11.87568 -3.25860 0.447
H -12.73789 -11.39887 -0.90229 0.191
H -11.03891 -10.79087 -0.90803 0.433
H -11.58100 -11.86032 -2.21470 0.321
H -10.42366 -9.28101 -2.86329 0.505
H -11.05361 -7.29594 -4.19159 0.404
H -13.40757 -6.62735 -4.28307 0.200
H -16.08500 -7.54538 -2.33689 0.065
H -16.13372 -8.69837 -3.69575 0.264
H -15.46692 -7.01860 -3.91563 0.404
O -15.29151 -4.97452 0.67257 -0.571
N -14.06563 -4.87096 0.19634 0.223
C -13.81506 -4.00195 -0.83997 -0.075
C -12.55597 -3.77353 -1.32389 -0.800
C -11.54371 -4.53950 -0.79218 -0.140
C -11.75917 -5.47493 0.21566 -0.960
C -13.04595 -5.56748 0.81828 0.382
S -13.27098 -6.75060 1.97485 -0.381
H -14.70546 -3.48594 -1.23570 0.383
H -12.35563 -3.05837 -2.10939 0.411
H -10.53678 -4.35901 -1.22144 0.297
H -10.97054 -6.11313 0.66126 0.368
```

2S+1: 1

---

The maximum force results, record by record, are as follows: 3.000; 3.624 eV/Å.
The frontier orbital gap results, record by record, are as follows: 7.138; 6.282 eV.
The relative energy (zero: lowest compared OMol25 entry of this formula, charge and spin) results, record by record, are as follows: 0.000; 0.000 eV.